# 1
{
  "formula": "C8H9IN2",
  "method": "ωB97M-V with the def2-TZVPD basis set",
  "species": ["C", "C", "C", "C", "C", "C", "C", "C", "N", "N", "I", "H", "H", "H", "H", "H", "H", "H", "H", "H"],
  "xyz": [[1.53721, 0.04137, -2.37581], [1.74113, 0.61203, -1.19473], [0.33201, -0.61346, -2.53515], [-0.55152, -0.76378, -1.53523], [0.85680, 0.56453, -0.10494], [-0.58348, -2.09897, 1.56448], [-0.86170, -0.73408, 1.87709], [0.14413, 0.22307, 2.53088], [-1.21661, -0.06280, 0.57837], [-0.27229, -0.10529, -0.36634], [0.56370, -2.96278, 2.95852], [2.35871, 0.18819, -3.16815], [2.50789, 1.40299, -1.08908], [0.21525, -1.18429, -3.34235], [-1.36361, -1.40672, -1.51996], [-1.73353, -0.50156, 2.44761], [0.94214, 0.39343, 1.78000], [0.56068, -0.06542, 3.54817], [-0.33648, 1.22079, 2.75588], [-2.02243, -0.49066, 0.18686]],
  "homo_lumo_gap_ev": 6.5,
  "max_force_ev_per_a": 4.03,
  "e_homo_ev": -7.537,
  "e_above_lowest_kj_mol": 535.6
}

# 2
{
  "formula": "C4H6O2",
  "method": "ωB97M-V with the def2-TZVPD basis set",
  "species": ["C", "C", "O", "C", "C", "O", "H", "H", "H", "H", "H", "H"],
  "xyz": [[1.08817, 0.86757, 0.16021], [-1.14691, -0.13128, 1.11448], [-1.64290, -0.11170, -0.08190], [-0.61155, -0.71816, -0.91559], [0.63116, -0.58224, -0.00173], [1.33223, -1.52350, 0.30257], [1.40210, 1.06189, 1.18698], [1.94972, 0.97763, -0.50109], [0.33379, 1.61233, -0.12326], [-1.84966, 0.36513, 1.79685], [-0.53046, -0.15342, -1.85063], [-0.89580, -1.75025, -1.12374]],
  "homo_lumo_gap_ev": 9.1,
  "max_force_ev_per_a": 0.53,
  "e_homo_ev": -8.967,
  "e_above_lowest_kj_mol": 396.9
}

# 3
{
  "formula": "C6H14N5",
  "method": "ωB97M-V with the def2-TZVPD basis set",
  "species": ["C", "C", "C", "C", "N", "N", "H", "H", "H", "H", "H", "H", "C", "C", "N", "N", "N", "H", "H", "H", "H", "H", "H", "H", "H"],
  "xyz": [[-2.46459, -1.90833, -1.39320], [-1.15857, 1.17940, -0.07067], [-1.75924, -0.62272, -1.15610], [-1.17914, 0.23950, -2.05945], [-1.78491, 0.03679, 0.07209], [-0.79451, 1.38919, -1.39727], [-1.19200, 2.04430, 0.57295], [-0.15817, 2.03408, -1.83250], [-1.13198, 0.33772, -3.13714], [-2.83101, -2.02695, -2.40554], [-3.41894, -1.84872, -0.83044], [-1.89661, -2.79218, -1.11042], [0.83465, -1.16016, 2.39246], [1.80968, 0.29436, 0.75870], [1.50808, -0.97313, 1.10545], [2.36053, 0.49380, -0.47476], [1.80894, 1.25708, 1.67346], [1.14340, -1.59110, 0.39248], [2.69149, -0.32799, -0.95770], [3.03358, 1.24385, -0.53742], [1.29322, 1.19901, 2.53434], [2.08189, 2.19050, 1.40929], [-0.24941, -0.98470, 2.37426], [1.29560, -0.62974, 3.22724], [1.09645, -2.17689, 2.70766]],
  "homo_lumo_gap_ev": 8.7,
  "max_force_ev_per_a": 2.02,
  "e_homo_ev": -11.764,
  "e_above_lowest_kj_mol": 73.5,
  "total_charge": 1
}

# 4
{
  "formula": "C26H69N3O14",
  "method": "ωB97M-V with the def2-TZVPD basis set",
  "species": ["C", "O", "C", "C", "N", "C", "C", "O", "C", "H", "H", "H", "H", "H", "H", "H", "H", "H", "H", "H", "H", "H", "H", "H", "C", "O", "C", "C", "N", "C", "C", "O", "C", "H", "H", "H", "H", "H", "H", "H", "H", "H", "H", "H", "H", "H", "H", "H", "C", "O", "C", "C", "N", "C", "C", "O", "C", "H", "H", "H", "H", "H", "H", "H", "H", "H", "H", "H", "H", "H", "H", "H", "C", "C", "O", "O", "H", "H", "H", "H", "H", "H", "C", "C", "O", "O", "H", "H", "H", "H", "H", "H", "C", "C", "O", "O", "H", "H", "H", "H", "H", "H", "C", "C", "O", "O", "H", "H", "H", "H", "H", "H"],
  "xyz": [[5.25517, -2.89790, 6.55266], [3.98967, -2.60505, 6.03549], [2.93729, -3.23187, 6.79977], [1.70499, -3.15898, 5.92238], [1.12497, -1.82247, 5.95154], [-0.09445, -1.79504, 5.15682], [-0.61991, -0.39229, 4.91783], [0.41864, 0.28032, 4.20445], [0.30570, 1.68056, 4.27773], [5.45303, -2.67889, 7.60721], [6.02003, -2.42305, 5.93898], [5.49923, -3.96964, 6.47517], [2.82992, -2.63013, 7.70649], [3.22484, -4.25856, 7.04177], [0.98385, -3.85596, 6.36179], [1.98046, -3.48185, 4.91311], [1.77414, -1.19060, 5.48718], [-0.84203, -2.42888, 5.64451], [0.05389, -2.27002, 4.17325], [-0.84438, 0.11990, 5.85927], [-1.54044, -0.33152, 4.32671], [0.18437, 2.05700, 5.29696], [-0.48528, 2.12367, 3.66344], [1.23079, 2.14822, 3.93251], [2.65840, 2.51459, 0.46416], [2.95800, 3.87922, 0.58884], [3.96819, 4.36791, -0.28401], [3.54928, 5.75834, -0.72964], [2.34914, 5.80795, -1.53959], [2.06370, 7.15901, -1.97658], [0.67842, 7.30203, -2.53970], [0.33933, 8.65963, -2.70718], [-0.83369, 8.78666, -3.46264], [1.88174, 2.24903, 1.17975], [3.48987, 1.80874, 0.54442], [2.19642, 2.34690, -0.51996], [3.95932, 3.73022, -1.17567], [4.93396, 4.44331, 0.21732], [4.44744, 6.21443, -1.16018], [3.41315, 6.34867, 0.19433], [1.61499, 5.52449, -0.89615], [2.77921, 7.52598, -2.71684], [2.16796, 7.84482, -1.11564], [-0.08353, 6.80700, -1.92102], [0.63720, 6.76542, -3.49858], [-1.16564, 9.82330, -3.49193], [-1.67898, 8.21461, -3.05667], [-0.66739, 8.43662, -4.48901], [-3.61936, -0.49184, -2.20359], [-4.63590, 0.23464, -2.83333], [-5.09479, -0.35450, -4.02974], [-4.05361, -0.39372, -5.15257], [-3.84367, 0.88514, -5.86326], [-5.04425, 1.64354, -6.21412], [-6.09270, 0.87859, -7.00674], [-5.56759, 0.59351, -8.29359], [-6.36208, -0.27115, -9.06391], [-2.71657, -0.59411, -2.81651], [-3.85496, -1.50997, -1.87381], [-3.33706, 0.07099, -1.31456], [-5.95340, 0.22300, -4.36501], [-5.46139, -1.36923, -3.84885], [-4.47810, -1.08236, -5.89716], [-3.10486, -0.82672, -4.84883], [-3.38550, 0.68455, -6.74322], [-4.64407, 2.45183, -6.82922], [-5.52744, 2.08750, -5.34312], [-7.04466, 1.39842, -7.16763], [-6.26752, -0.06996, -6.48080], [-6.46451, -1.27096, -8.63035], [-5.86928, -0.40596, -10.02846], [-7.31398, 0.23692, -9.26561], [4.58884, -1.15069, 2.72141], [3.58059, -2.19943, 2.26227], [3.13353, -1.92349, 0.93578], [5.87403, -1.35530, 2.16220], [4.71787, -1.22804, 3.80161], [4.23975, -0.14982, 2.44907], [2.71261, -2.31961, 2.91787], [4.08926, -3.16671, 2.26212], [2.38918, -1.30382, 1.01405], [5.81116, -1.33261, 1.20076], [-2.03373, -3.80768, 2.23580], [-2.93920, -4.19306, 1.10455], [-3.24525, -3.09046, 0.27188], [-0.65419, -3.60760, 1.94150], [-2.06204, -4.53087, 3.06296], [-2.43906, -2.91842, 2.72781], [-3.87639, -4.60534, 1.47569], [-2.50883, -4.97916, 0.47087], [-2.43309, -2.63721, -0.01659], [-0.34872, -4.34450, 1.38476], [-0.32729, -0.71799, -0.48432], [-0.38549, -0.12882, 0.90639], [0.86449, -0.32705, 1.57251], [-0.66804, -2.10724, -0.45002], [0.66996, -0.64407, -0.92677], [-1.06837, -0.18998, -1.08423], [-1.22138, -0.53920, 1.47826], [-0.48092, 0.96068, 0.81604], [0.79390, -0.00852, 2.49333], [-0.50623, -2.46868, 0.44385], [1.69248, -5.06230, 0.14423], [1.79262, -4.36762, -1.19662], [3.00175, -3.64514, -1.30438], [0.44318, -5.74664, 0.30890], [1.70725, -4.24810, 0.87345], [2.51330, -5.76586, 0.29138], [0.96312, -3.67295, -1.36487], [1.72536, -5.09391, -2.01452], [3.02411, -2.97728, -0.59317], [0.40616, -6.45955, -0.33667]],
  "homo_lumo_gap_ev": 9.2,
  "smiles": "COCCNCCOC.COCCNCCOC.COCCNCCOC.OCCO.OCCO.OCCO.OCCO",
  "max_force_ev_per_a": 1.79,
  "e_homo_ev": -8.635,
  "e_above_lowest_kj_mol": 0.0
}